# 1
Here is a cluster of 4 separate species, C3H14O4 in total at a distorted geometry from the OMol25 dataset. Energies are from ωB97M-V/def2-TZVPD.

Results
* highest occupied orbital energy: -10.1 eV
* ΔE to the lowest compared entry with this formula, charge and spin: 0.480 eV
* frontier orbital gap: 10.70 eV

Positions of all 21 atoms, in Å:
C1 1.1101 -0.5609 0.8248
O1 1.2954 0.2719 -0.3117
C2 0.1015 -1.7231 0.6674
C3 -0.2272 -2.2519 2.0537
H1 0.8175 0.0245 1.7045
H2 2.1013 -1.0058 0.9486
H3 0.5729 0.1573 -0.9604
H4 0.6151 -2.5370 0.1435
H5 -0.7307 -1.3652 0.0640
H6 -0.7538 -3.2002 2.0467
H7 -0.8309 -1.5258 2.6179
H8 0.6904 -2.2374 2.6490
H9 -1.9670 3.1647 -0.5091
H10 -0.5671 2.5350 -0.9927
O2 -1.5324 2.3591 -0.8167
H11 1.3015 2.0108 -1.0353
H12 1.0003 2.6642 -2.3763
O3 0.9276 2.8016 -1.4338
H13 -1.5511 -0.2274 -2.4050
H14 -1.3938 0.7247 -1.2414
O4 -0.9796 -0.0793 -1.6373

Here are the natural (NBO) charges for atoms 1 to 2, given in e:
1 C -0.045
2 O -0.795

***

# 2
Here is a structure of composition C18H16F3FeN6O3S at a distorted geometry from the OMol25 dataset. Energies are from ωB97M-V/def2-TZVPD.

Results
* 2S+1: 5
* highest occupied orbital energy (alpha / beta): -11.1 / -11.1 eV
* ΔE to the lowest compared entry with this formula, charge and spin: 0.786 eV
* ⟨S²⟩: 6.0070
* frontier orbital gap (alpha / beta): 7.50 / 7.37 eV
* charge: +1

Positions of all 48 atoms, in Å:
Fe1 -0.1787 -0.0247 -0.5402
N1 4.3973 0.9961 -0.4216
C1 3.1843 0.6076 -0.8325
N2 2.2153 0.2790 -0.0461
C2 2.3837 0.3952 1.3218
N3 1.4758 -0.0603 2.1325
N4 0.4051 -0.6249 1.6036
C3 -0.2652 -1.5216 2.2292
C4 -1.3539 -2.1789 1.5443
C5 -2.1331 -3.1516 2.1745
C6 -3.1327 -3.7824 1.4556
C7 -3.3204 -3.4311 0.1267
C8 -2.4863 -2.4725 -0.4313
N5 -1.5313 -1.8625 0.2489
C9 3.6316 0.9117 1.8427
C10 3.8777 1.0771 3.2085
C11 5.1366 1.4357 3.6397
C12 6.1696 1.6370 2.7263
C13 5.9412 1.5129 1.3711
C14 4.6731 1.1513 0.9266
H1 5.1371 1.1777 -1.0863
H2 3.0083 0.5530 -1.8959
H3 0.0021 -1.8483 3.2323
H4 -1.9449 -3.4086 3.2043
H5 -3.7504 -4.5371 1.9150
H6 -4.0842 -3.8975 -0.4738
H7 -2.5922 -2.1865 -1.4680
H8 3.0687 0.9051 3.9000
H9 5.3264 1.5464 4.6948
H10 7.1559 1.8931 3.0806
H11 6.7345 1.6891 0.6604
F1 -2.3852 0.3977 -1.7279
C15 -2.4816 1.7215 -2.0796
F2 -3.7454 2.0690 -1.9396
F3 -2.1665 1.7661 -3.3734
S1 -1.1514 2.5405 -0.9988
O1 -1.3447 3.9431 -1.0087
O2 0.0202 2.0055 -1.6990
O3 -1.3441 1.8230 0.2566
C16 1.0104 -1.2692 -5.8915
C17 0.1716 -0.3059 -5.0429
C18 0.2120 -0.6451 -3.6571
N6 0.2656 -0.9478 -2.5499
H12 0.9642 -0.9681 -6.9345
H13 0.6297 -2.2839 -5.8095
H14 2.0503 -1.2601 -5.5730
H15 -0.8707 -0.3194 -5.3725
H16 0.5362 0.7201 -5.1419

Here are the natural (NBO) charges for atoms 1 to 2, given in e:
1 Fe 1.566
2 N -0.542

***

# 3
Here is a structure of composition C38H42N5O2RhSSe3Te2 at a distorted geometry from the OMol25 dataset. Energies are from ωB97M-V/def2-TZVPD.

Results
* 2S+1: 6
* highest occupied orbital energy (alpha / beta): -3.8 / -4.5 eV
* ΔE to the lowest compared entry with this formula, charge and spin: 0.845 eV
* ⟨S²⟩: 8.7791
* frontier orbital gap (alpha / beta): 6.02 / 5.75 eV
* charge: -1

Positions of all 94 atoms, in Å:
Rh1 0.5172 2.0168 -0.7850
Se1 2.4549 1.8532 0.5127
Se2 4.3267 2.3387 -0.5676
Te1 2.1954 4.1443 -2.3440
Se3 0.9839 5.0134 -4.2400
C1 -2.4261 5.9421 3.2039
C2 -1.0633 5.3575 3.5836
N1 -0.2345 5.1203 2.4216
C3 0.8494 6.0275 2.1184
C4 0.4554 7.2584 1.3056
C5 -0.4821 4.0336 1.6507
S1 0.0819 4.1377 0.0268
N2 -1.2490 3.0961 2.1377
C6 -1.3737 1.8294 1.7437
O1 -0.5017 1.1451 1.1500
C7 -2.6504 1.2111 2.1807
C8 -3.0911 0.0279 1.5946
C9 -4.3012 -0.5322 1.9571
C10 -5.0936 0.0777 2.9165
C11 -4.6466 1.2382 3.5325
C12 -3.4370 1.7973 3.1716
H1 -3.0296 6.0790 4.1002
H2 -2.9437 5.2628 2.5302
H3 -2.3179 6.9013 2.7016
H4 -1.2119 4.4053 4.1021
H5 -0.5375 6.0454 4.2495
H6 1.6085 5.4734 1.5530
H7 1.2989 6.3335 3.0717
H8 0.0670 6.9496 0.3393
H9 1.3353 7.8780 1.1415
H10 -0.2981 7.8480 1.8225
H11 -2.4724 -0.4470 0.8497
H12 -4.6293 -1.4441 1.4776
H13 -6.0542 -0.3425 3.1780
H14 -5.2537 1.7141 4.2931
H15 -3.0764 2.6933 3.6522
C13 3.3791 -7.0660 2.1874
C14 2.8886 -5.7384 1.6830
C15 2.4512 -5.5760 0.3786
C16 2.0030 -4.3467 -0.0880
C17 1.5607 -4.2369 -1.5154
C18 1.9688 -3.2444 0.7656
Te2 1.3705 -1.2187 -0.0129
N3 1.0508 0.2363 -1.6232
C19 1.4905 0.5523 -2.8027
O2 1.2826 1.7390 -3.2122
C20 2.1618 -0.3651 -3.7533
C21 3.0978 -1.3170 -3.3795
C22 3.7300 -2.0693 -4.3554
C23 3.4171 -1.8796 -5.6920
C24 2.4882 -0.9211 -6.0665
C25 1.8670 -0.1592 -5.0980
C26 -0.5113 -2.0750 -0.4861
C27 -0.9427 -2.1385 -1.8031
C28 -2.1591 -2.7203 -2.1163
C29 -2.9462 -3.2533 -1.1105
C30 -2.5220 -3.1782 0.2045
C31 -1.3149 -2.5738 0.5379
C32 -0.9225 -2.4451 1.9759
C33 2.4372 -3.3900 2.0724
C34 2.4706 -2.2401 3.0378
C35 2.8755 -4.6304 2.5163
H16 3.4071 -7.8032 1.3871
H17 2.7250 -7.4346 2.9786
H18 4.3822 -6.9719 2.6040
H19 2.4686 -6.4226 -0.2958
H20 2.1002 -4.9439 -2.1448
H21 1.7327 -3.2245 -1.8875
H22 0.4944 -4.4522 -1.6029
H23 3.3619 -1.4339 -2.3331
H24 4.4859 -2.7902 -4.0772
H25 3.9151 -2.4672 -6.4509
H26 2.2678 -0.7501 -7.1111
H27 1.1680 0.6208 -5.3611
H28 -0.3263 -1.7176 -2.5871
H29 -2.4828 -2.7691 -3.1468
H30 -3.8920 -3.7232 -1.3459
H31 -3.1351 -3.5913 0.9955
H32 -1.8019 -2.4786 2.6180
H33 -0.4118 -1.4910 2.1330
H34 -0.2478 -3.2516 2.2634
H35 2.1095 -1.3257 2.5659
H36 3.4896 -2.0709 3.3855
H37 1.8443 -2.4520 3.9055
H38 3.2261 -4.7314 3.5359
N4 -1.3394 2.5420 -3.1866
C36 -1.9623 1.8061 -4.1150
C37 -2.4683 0.6955 -3.4744
C38 -2.0846 0.8465 -2.1405
N5 -1.3880 1.9665 -1.9857
H39 -0.8071 3.3945 -3.3569
H40 -1.9821 2.1096 -5.1424
H41 -3.0198 -0.1208 -3.8958
H42 -2.3010 0.2072 -1.3080

Here are the natural (NBO) charges for atoms 1 to 2, given in e:
1 Rh 0.537
2 Se -0.014

***

# 4
Here is a cluster of 2 separate species, C5H17N2O in total at a distorted geometry from the OMol25 dataset. Energies are from ωB97M-V/def2-TZVPD.

Results
* highest occupied orbital energy: -13.3 eV
* ΔE to the lowest compared entry with this formula, charge and spin: 1.203 eV
* frontier orbital gap: 10.26 eV
* charge: +1

Positions of all 25 atoms, in Å:
N1 -1.4853 -0.3597 -1.5329
C1 -0.0450 -0.0459 -1.3703
C2 0.9039 -1.1506 -1.7854
C3 0.1609 0.4447 0.0616
N2 -1.0631 1.1033 0.5615
C4 -1.5972 0.4817 1.7921
C5 -0.8575 2.5411 0.7331
H1 -1.9228 0.2442 -0.7806
H2 -1.8923 -0.0966 -2.4267
H3 -1.7111 -1.3356 -1.3352
H4 0.1350 0.8167 -2.0084
H5 1.3012 -1.6591 -0.9021
H6 0.5599 -1.9208 -2.4625
H7 1.8186 -0.7707 -2.2529
H8 0.4581 -0.3271 0.7470
H9 1.0373 1.0931 0.1295
H10 -1.0224 -0.3764 2.1361
H11 -1.6136 1.2076 2.6112
H12 -2.6410 0.2101 1.6507
H13 -1.8040 3.0311 0.9025
H14 -0.4390 2.9678 -0.1831
H15 -0.1083 2.8263 1.4852
H16 4.0495 -2.9714 0.8480
H17 3.6494 -2.1869 2.1096
O1 3.3373 -2.4580 1.2404

Here are the natural (NBO) charges for atoms 1 to 2, given in e:
1 N -0.697
2 C -0.068

***

# 5
Here is a structure of composition C41H33Cl3N2OP2S3Ti at a distorted geometry from the OMol25 dataset. Energies are from ωB97M-V/def2-TZVPD.

Results
* highest occupied orbital energy: -11.9 eV
* ΔE to the lowest compared entry with this formula, charge and spin: 0.000 eV
* frontier orbital gap: 5.34 eV
* charge: +2

Positions of all 86 atoms, in Å:
Ti1 -0.3770 -1.0070 -1.9458
S1 0.3193 -0.3684 -4.0930
P1 2.0616 -0.3470 -2.8750
C1 1.4334 -0.8755 -1.3965
P2 1.5770 -2.4867 -0.7333
S2 -0.2865 -3.2236 -1.3437
C2 1.5592 -2.5490 1.1064
C3 1.8251 -1.4005 1.8161
C4 2.1817 -1.4089 3.1529
C5 2.1322 -2.5949 3.8711
C6 1.7381 -3.7529 3.1805
C7 1.5695 -3.7648 1.7895
C8 3.0536 -3.4587 -1.0791
C9 2.9799 -4.4592 -2.0448
C10 4.0703 -5.3228 -2.2000
C11 5.1985 -5.3033 -1.3963
C12 5.2358 -4.3099 -0.4298
C13 4.2007 -3.3863 -0.2729
C14 3.2925 -1.2388 -3.8472
C15 2.8323 -1.8963 -4.9541
C16 3.6702 -2.1419 -6.0629
C17 5.0185 -1.8348 -6.0076
C18 5.5275 -1.3688 -4.8069
C19 4.7080 -1.0959 -3.7364
C20 2.7639 1.3279 -2.7495
C21 2.6224 2.0084 -1.5312
C22 3.4079 3.1504 -1.2613
C23 4.3219 3.6299 -2.1806
C24 4.2795 3.0849 -3.4791
C25 3.5667 1.9075 -3.7340
H1 1.8184 -0.4287 1.2413
H2 2.4478 -0.4572 3.6531
H3 2.3956 -2.6421 4.8966
H4 1.7127 -4.6823 3.7402
H5 1.4355 -4.6788 1.2149
H6 2.1764 -4.3980 -2.8055
H7 4.0364 -5.9898 -3.0332
H8 6.0345 -5.9783 -1.5613
H9 6.1090 -4.1625 0.2014
H10 4.2420 -2.6932 0.5773
H11 1.7922 -2.2028 -4.9618
H12 3.1032 -2.4726 -6.9380
H13 5.6822 -2.0685 -6.8598
H14 6.5602 -1.2408 -4.6239
H15 5.1328 -0.7093 -2.8030
H16 1.9491 1.5870 -0.7604
H17 3.3832 3.6080 -0.2834
H18 4.9575 4.4973 -1.9851
H19 4.8507 3.4950 -4.2921
H20 3.7920 1.3946 -4.6743
Cl1 -0.6424 6.8346 3.5335
C26 -1.7899 5.6334 3.1487
C27 -2.4942 4.8631 4.0995
C28 -3.4753 3.9445 3.6559
C29 -3.7052 3.7460 2.2592
C30 -4.6009 2.6238 1.8496
C31 -3.7903 1.3010 1.8378
N1 -3.2386 0.9250 0.5572
C32 -3.9711 0.4508 -0.5293
C33 -3.1110 -0.1148 -1.4162
N2 -1.8255 0.2042 -1.0465
C34 -1.9474 0.6782 0.2084
O1 -5.5690 2.5235 2.9033
C35 -6.8875 2.0045 2.6127
C36 -7.3733 0.9932 3.6051
C37 -7.3845 1.1780 4.9719
Cl2 -7.1987 2.7052 5.7039
S3 -7.6604 -0.2602 5.8797
C38 -7.7264 -1.2050 4.4414
C39 -7.5935 -0.3759 3.3186
C40 -3.0497 4.6031 1.3220
Cl3 -3.4752 4.7275 -0.3796
C41 -2.0129 5.4210 1.7522
H21 -2.3074 5.0375 5.1590
H22 -4.0164 3.3168 4.3765
H23 -5.0444 2.8230 0.8362
H24 -4.4032 0.5100 2.2133
H25 -2.9125 1.4049 2.4889
H26 -5.0489 0.5337 -0.5765
H27 -3.3275 -0.5929 -2.3577
H28 -1.0919 0.9149 0.7796
H29 -6.8897 1.5211 1.6048
H30 -7.6322 2.8494 2.6076
H31 -7.8506 -2.2688 4.4971
H32 -7.6789 -0.7109 2.3029
H33 -1.3687 5.9668 1.0810

Here are the Löwdin charges for atoms 1 to 2, given in e:
1 Ti 0.477
2 S 0.465

***

no.,total energy (eV)
1,-11528.1282
2,-87379.3451
3,-276103.3891
4,-10481.7320
5,-159832.7145